[1]
Computed, not measured: C10H21CrIN3OP2 as an isolated structure at a distorted geometry, with the ωB97M-V functional and the def2-TZVPD basis.

The highest occupied orbital energy (alpha / beta) is -15.309 / -15.263 eV. The expectation value of S² is 3.814. As for the energy above the lowest of the compared OMol25 structures with the same formula, charge and spin: 0.0 kJ/mol. The total energy is -2657.3404 Eh.

ORCA input file:
```
! wB97M-V def2-TZVPD RIJCOSX def2/J DEFGRID3
* xyz 2 4
C 1.53613 0.78079 -5.06812
I 1.18128 0.45764 -2.92211
H 0.58999 0.93852 -5.58900
H 2.05006 -0.10312 -5.44973
H 2.17511 1.66037 -5.15508
Cr 0.22558 -0.05721 0.10162
P -0.49441 -2.08982 -0.70950
C 0.92194 -3.21814 -0.81102
C -1.62774 -2.92534 0.43316
H -1.90946 -3.91992 0.06296
H -1.55633 -3.14543 -2.61605
H -2.53303 -2.31729 0.54631
H -2.20055 -1.51764 -2.29513
H 1.41690 -3.29315 0.16437
H -1.16363 -3.02691 1.42145
C -1.28747 -2.11940 -2.33536
H 0.55977 -4.21102 -1.10697
H -0.62289 -1.66725 -3.08281
H 1.65517 -2.84359 -1.53296
P 0.17849 2.22009 0.48141
C 1.87189 2.75797 0.85407
C -0.41361 3.28323 -0.85323
H -1.79378 2.42840 1.90066
H -0.72453 3.85930 2.01856
H -0.29139 2.33211 2.84851
C -0.74682 2.76045 1.94444
H -1.45902 3.02607 -1.05719
H -0.35992 4.33604 -0.54325
H 1.86336 3.82517 1.11615
H 2.51054 2.57943 -0.01826
H 0.17519 3.10202 -1.75975
H 2.27939 2.18427 1.69654
C 2.07507 -0.37630 0.17927
O 3.21669 -0.48980 -0.07301
N -0.29031 -0.45262 1.91193
C -0.61320 -0.75116 3.01641
N -0.73807 -0.82735 4.25990
C -1.41465 -1.50623 5.15310
N -1.95184 -2.03192 6.06060
*
```



[2]
Computed, not measured: C10H21INO2P2Ru as an isolated structure at a distorted geometry, with the ωB97M-V functional and the def2-TZVPD basis.

The highest occupied orbital energy (alpha / beta) is -13.727 / -17.294 eV. The expectation value of S² is 8.776. As for the energy above the lowest of the compared OMol25 structures with the same formula, charge and spin: 0.0 kJ/mol. The total energy is -1673.4016 Eh.

ORCA input file:
```
! wB97M-V def2-TZVPD RIJCOSX def2/J DEFGRID3
* xyz 2 6
C 3.53262 1.39215 0.23829
C 2.85662 0.09234 -0.00484
H 4.61604 1.22149 0.20060
H 3.25733 1.80382 1.21372
H 3.24787 2.13274 -0.51484
O 3.33054 -0.98434 -0.21336
I -0.26302 2.62623 0.50396
Ru 0.22879 0.04664 0.00785
P -0.40471 0.38568 -2.30631
C -1.05188 -1.09629 -3.16403
C -1.82910 1.55206 -2.41638
H -1.99435 1.82682 -3.46685
H 0.36573 1.15328 -4.44986
H -1.58570 2.44281 -1.81306
H 1.18286 2.01999 -3.09883
H -2.04945 -1.33930 -2.76081
H -2.72259 1.07316 -1.99243
C 0.82146 1.04273 -3.45085
H -1.12022 -0.92955 -4.25279
H 1.67319 0.34897 -3.51555
H -0.37893 -1.94780 -2.96774
P -0.37302 -0.48950 2.29252
C -1.00946 -2.18585 2.55474
C 0.86956 -0.29287 3.58167
H -1.55924 1.59987 2.60584
H -1.94539 0.41715 3.92220
H -2.69466 0.25545 2.28388
C -1.79532 0.54891 2.84244
H 1.22799 0.74676 3.60646
H 0.42775 -0.55673 4.55818
H -1.06199 -2.43046 3.62920
H -0.34025 -2.90245 2.05035
H 1.72094 -0.95962 3.37680
H -2.01259 -2.26758 2.10411
C 0.55676 -1.74561 -0.33571
O 0.67343 -2.89423 -0.55562
N -2.75274 -1.04422 -0.17902
C -1.64487 -0.66263 -0.11393
*
```



[3]
Computed, not measured: an isolated ion of composition C10H21N2 and charge +1 at a distorted geometry, with the ωB97M-V functional and the def2-TZVPD basis.

The highest occupied orbital energy is -12.693 eV. Its structure (SMILES) is C=[N+](C)[C@@H](C)[C@@]1(C)N[C@@H](C)[C@@H]1C. As for the energy above the lowest of the compared OMol25 structures with the same formula, charge and spin: 253.8 kJ/mol. The total energy is -502.7716 Eh.

ORCA input file:
```
! wB97M-V def2-TZVPD RIJCOSX def2/J DEFGRID3
* xyz 1 1
C -2.08609 -1.17866 2.17604
N -1.38036 -0.20793 1.87160
C -1.87504 1.17052 1.60692
C -0.02490 -0.32286 1.31078
C 0.81432 -1.44463 1.93170
C 0.00160 -0.37680 -0.28338
C -0.35387 -1.78518 -0.84844
N -0.70117 0.77813 -0.80125
C 0.43237 1.27772 -1.65562
C 0.78723 2.68600 -1.06925
C 1.32286 0.18208 -1.08668
C 1.88793 -0.63444 -2.23654
H -1.69849 -2.16322 2.21289
H -3.13292 -0.91312 2.20280
H -1.41480 1.94138 2.15504
H -2.94968 1.19717 1.85298
H -1.61333 1.29965 0.51065
H 0.47049 0.67870 1.31826
H 1.82573 -1.48902 1.70868
H 0.38318 -2.44760 1.58201
H 0.65860 -1.50677 3.03218
H 0.15770 -1.87662 -1.79305
H -1.39116 -1.78560 -0.89377
H 0.00629 -2.53442 -0.11562
H -1.47048 0.56886 -1.38480
H 0.31771 1.40432 -2.70610
H 0.48200 2.85078 0.04293
H 0.30611 3.58989 -1.53306
H 1.90785 2.95160 -0.94729
H 2.09100 0.63926 -0.54656
H 1.28649 -0.84420 -3.07333
H 2.30414 -1.65610 -1.90873
H 2.64867 -0.04890 -2.63199
*
```



[4]
Computed, not measured: an isolated ion of composition C10H21N3 and charge +2 at a distorted geometry, with the ωB97M-V functional and the def2-TZVPD basis.

The highest occupied orbital energy (alpha / beta) is -16.779 / -16.198 eV. As for the energy above the lowest of the compared OMol25 structures with the same formula, charge and spin: 425.6 kJ/mol. The total energy is -557.0421 Eh.

ORCA input file:
```
! wB97M-V def2-TZVPD RIJCOSX def2/J DEFGRID3
* xyz 2 1
C 1.98601 0.48927 -0.06604
C -0.66796 1.43774 0.64141
C 2.91672 1.39368 -0.06112
C -0.57395 -0.89050 0.57610
C 0.29936 -1.32270 -0.57479
C 4.37066 1.17709 -0.33512
C -3.52896 -0.74091 0.26296
C -2.58862 0.76154 -1.68115
C 2.35281 -1.79635 0.56283
C -2.68289 0.48210 -0.14246
N -1.32015 0.40865 0.40755
N -0.63430 2.62393 0.97504
N 1.76506 -0.87490 -0.46717
H 2.56719 2.33957 0.26712
H -1.21828 -1.79549 0.88451
H 0.15434 -0.70833 1.32383
H 0.27402 -2.34288 -0.51947
H -0.10726 -0.88713 -1.61084
H 4.59347 1.59677 -1.28636
H 4.47567 0.08401 -0.41359
H 4.90483 1.64720 0.53806
H -3.18648 -1.59970 -0.46246
H -3.33508 -0.80977 1.28531
H -4.66627 -0.47608 0.06586
H -1.68976 0.29984 -2.01042
H -2.56906 1.84082 -1.94934
H -3.39721 0.32852 -2.30069
H 2.16289 -2.81950 0.36337
H 3.41983 -1.51961 0.65462
H 1.77994 -1.51007 1.54814
H -3.22553 1.34367 0.42050
H 0.16501 3.25222 0.82345
H -1.34683 3.07906 1.49066
H 2.21481 -1.10540 -1.31012
*
```



[5]
Computed, not measured: C10H21N3NiP as an isolated structure at a distorted geometry, with the ωB97M-V functional and the def2-TZVPD basis.

The highest occupied orbital energy (alpha / beta) is -0.241 / -2.567 eV. The expectation value of S² is 2.062. As for the energy above the lowest of the compared OMol25 structures with the same formula, charge and spin: 118.9 kJ/mol. The total energy is -2407.3133 Eh.

ORCA input file:
```
! wB97M-V def2-TZVPD RIJCOSX def2/J DEFGRID3
* xyz -1 3
C -2.32470 -0.45561 -2.77130
C -3.60905 0.02925 -2.91163
C -4.37579 0.53641 -1.83617
C -3.96013 0.58520 -0.48471
C -2.71802 0.16710 -0.05255
Ni -1.11357 -0.36427 -1.15789
P 0.77778 -0.91547 -2.55538
H -1.91067 -0.90836 -3.68753
H -4.09742 -0.02486 -3.89247
H -5.40055 0.86032 -2.05858
H -2.59509 0.17520 1.04309
H -4.69730 0.92484 0.25348
H 1.88670 -0.03350 -2.57670
H 0.52818 -1.03543 -3.94456
H 1.45112 -2.14015 -2.31881
C 1.35221 -2.43960 1.94934
N 1.74552 -1.02159 1.85009
C 2.80488 -0.62425 2.76333
C 1.02605 -0.10440 0.92511
N 0.15763 -0.64481 0.13894
N 1.23394 1.32489 0.82878
C 2.40898 2.05479 1.27700
C 0.22645 2.10824 0.13294
H 1.92206 -3.01770 2.70775
H 1.53607 -2.96747 0.98788
H 0.28044 -2.52247 2.23537
H 3.73985 -0.44234 2.19801
H 2.47409 0.22050 3.39844
H 3.09279 -1.43778 3.46481
H 0.07291 -1.66413 0.14501
H 2.84483 2.60185 0.41474
H 2.12771 2.77711 2.06893
H 3.23639 1.44807 1.62247
H 0.11643 1.74571 -0.91148
H -0.74248 2.02091 0.66448
H 0.50177 3.18379 0.08975
*
```



[6]
Computed, not measured: C10H21N3O5Rh as an isolated structure at a distorted geometry, with the ωB97M-V functional and the def2-TZVPD basis.

The highest occupied orbital energy (alpha / beta) is -11.952 / -11.961 eV. The total energy is -1044.3895 Eh.

ORCA input file:
```
! wB97M-V def2-TZVPD RIJCOSX def2/J DEFGRID3
* xyz 1 1
Rh -0.54127 0.07643 0.19744
O 0.15384 -1.43902 1.91233
C 1.39703 -2.11744 1.68788
C 1.33047 -3.00390 0.45788
N 1.00352 -2.26217 -0.75405
C 2.05801 -1.63695 -1.48157
C 1.72203 -0.19734 -1.96930
O 2.35413 0.24050 -2.88664
O 0.79861 0.44388 -1.30976
C -0.13541 -2.71925 -1.49679
C -1.41749 -2.64314 -0.63827
O -2.02263 -3.65035 -0.38411
O -1.74112 -1.44455 -0.23686
H -0.55510 -2.08660 2.03596
H 1.65788 -2.72539 2.55372
H 2.14946 -1.33818 1.57229
H 0.56770 -3.76995 0.60960
H 2.29102 -3.50979 0.33513
H 2.30182 -2.19006 -2.38902
H 2.95001 -1.54358 -0.86277
H -0.03229 -3.77313 -1.76325
H -0.25746 -2.11580 -2.39527
N 0.45183 1.34455 1.78605
C 0.15857 2.80617 1.92600
C -1.12348 3.10851 1.17717
C -0.84290 3.21705 -0.31883
C -1.98055 2.64616 -1.13796
N -1.95120 1.15053 -1.06922
H 0.12057 0.84947 2.60548
H 1.45249 1.19323 1.73322
H 0.98711 3.37035 1.50250
H 0.07610 3.06852 2.98041
H -1.61370 4.00802 1.55106
H -1.80529 2.27416 1.37419
H 0.04327 2.63592 -0.58184
H -0.63367 4.25163 -0.59392
H -1.89135 2.95866 -2.17625
H -2.94109 2.99435 -0.76045
H -1.68630 0.76755 -1.96852
H -2.85315 0.76096 -0.82367
*
```